1.
ORCA calculation (ωB97M-V/def2-TZVPD) on a structure of composition C2IO2S in a non-equilibrium geometry.

Output
HOMO-LUMO gap (spin up / spin down)	6.512 / 6.501	eV
net charge	-1
energy relative to the best compared isomer or geometry (same formula, charge and spin)	627.26	kJ/mol
HOMO (spin up / spin down)	-3.5 / -3.4	eV
largest force on an atom	0.069	hartree/bohr

Each line ends with the Mulliken charge.
Atoms and positions in Å:
C (0.45944, -0.19384, -0.60499)  -0.1495
C (-0.50566, 1.48034, -1.01989)  -0.3198
O (0.70216, -0.29292, 0.77719)  -0.1939
O (-0.32205, -2.71188, 0.25104)  -0.5767
S (-0.59705, -1.25538, 0.36415)  0.3700
I (0.26316, 2.97368, 0.23250)  -0.1301

Forces on atoms 1 to 2 (eV/Å):
C -1.9 3.0 -0.4
C 1.3 -3.2 0.1



2.
ORCA calculation (ωB97M-V/def2-TZVPD) on a structure of composition C2LiO4Pr in a non-equilibrium geometry.

Output
HOMO-LUMO gap (spin up / spin down)	5.250 / 5.249	eV
expectation value of S²	2.381
multiplicity	3
HOMO (spin up / spin down)	-6.7 / -6.2	eV
largest force on an atom	0.083	hartree/bohr

Each line ends with the Mulliken spin population.
Atoms and positions in Å:
O (-1.65073, 2.67597, 0.94631)  -0.0067
Pr (1.87047, 0.77140, 0.43135)  2.2944
O (0.05073, 1.55919, 1.91105)  -0.0093
O (0.41250, 2.64747, 0.05703)  -0.0102
C (-0.42649, 2.39625, 1.02996)  0.0204
C (-1.36836, -3.91322, -1.56331)  -0.0062
O (-0.24650, -3.72913, -1.58821)  0.0057
Li (1.35837, -2.40792, -1.22419)  -0.2881

Forces on atoms 1 to 2 (eV/Å):
O 2.5 0.2 0.6
Pr -3.1 2.4 1.0



3.
ORCA calculation (ωB97M-V/def2-TZVPD) on a cluster of 2 separate species, C2N2O3 in total in a non-equilibrium geometry.

Output
HOMO-LUMO gap (spin up / spin down)	10.346 / 10.194	eV
expectation value of S²	2.039
energy relative to the best compared isomer or geometry (same formula, charge and spin)	0.00	kJ/mol
multiplicity	3
HOMO (spin up / spin down)	-10.2 / -12.6	eV
largest force on an atom	0.049	hartree/bohr

Each line ends with the Mulliken spin population.
Atoms and positions in Å:
C (0.89838, -0.72782, -0.57501)  -0.1546
C (-1.60014, 1.15651, 0.10084)  -0.0012
N (0.62822, -0.77849, -1.72358)  0.5280
N (1.59471, -1.08374, 0.45153)  0.8255
O (-1.88777, 0.06090, 0.30413)  -0.0005
O (-1.26487, 2.22150, -0.17737)  0.0002
O (1.63148, -0.84885, 1.61945)  0.8026

Forces on atoms 1 to 2 (eV/Å):
C 0.1 -0.7 -2.4
C 0.3 -0.1 -0.6



4.
ORCA calculation (ωB97M-V/def2-TZVPD) on an isolated molecule of C2N2OS in a non-equilibrium geometry.

Output
HOMO-LUMO gap (spin up / spin down)	6.604 / 6.589	eV
energy relative to the best compared isomer or geometry (same formula, charge and spin)	172.38	kJ/mol
HOMO (spin up / spin down)	-10.1 / -10.1	eV
largest force on an atom	0.057	hartree/bohr

Each line ends with the Mulliken charge.
Atoms and positions in Å:
C (-0.95645, -0.32605, 0.01453)  0.4666
C (1.53191, 0.15298, 0.05635)  0.5396
N (0.31758, 0.17232, -0.07499)  -0.2575
N (-1.33812, -1.50112, 0.10804)  -0.2762
O (2.65919, 0.46767, -0.00492)  -0.3802
S (-2.21411, 1.03420, -0.09901)  -0.0923

Forces on atoms 1 to 2 (eV/Å):
C 0.3 1.6 -0.1
C -0.7 1.3 -1.1